Record 1
Formula: C21H49B3N6O9
Source: the OMol25 dataset
Level of theory: the ωB97M-V functional and the def2-TZVPD basis

Structure (XYZ):
```
88
Properties=species:S:1:pos:R:3
O 2.662 1.949 1.189
O 0.681 0.741 0.635
O -4.917 -1.384 -2.997
O -1.108 -2.866 0.906
O 2.760 9.746 -4.680
O 2.391 -0.250 1.977
O 1.016 4.287 -3.162
O -2.981 -4.057 4.586
O 3.570 -5.125 5.076
N 4.353 -3.902 3.326
N 0.021 2.421 -3.987
N -1.050 -5.233 4.340
N -1.991 -2.508 -1.158
N 3.326 7.868 -3.529
N -6.691 -0.859 -1.678
C 0.074 3.888 1.909
C -5.428 -0.719 -2.111
C 0.016 -5.993 4.968
C 0.641 3.385 0.787
C 0.576 1.592 -2.932
C -1.052 -2.377 -0.209
C -1.855 -1.893 -2.467
C -7.237 -0.035 -0.616
C 3.012 6.492 -3.184
C 0.313 3.732 -3.990
C -7.533 -1.870 -2.296
C -3.180 -3.290 -0.861
C -2.059 -4.701 5.051
C -1.029 -5.040 2.894
C -0.827 1.814 -4.996
C 3.007 1.540 3.753
C 2.548 8.592 -4.355
C 4.218 -2.718 2.498
C 5.418 -4.849 3.051
C 4.513 8.490 -2.970
C 3.513 -4.151 4.348
B 2.708 1.085 2.287
B 1.048 -0.196 1.596
B 1.311 1.970 0.843
H -0.156 -5.528 2.467
H 0.243 1.968 -1.963
H 0.407 4.822 2.354
H -2.892 -4.311 -0.605
H 5.032 7.783 -2.328
H 6.063 -4.943 3.925
H -8.098 0.522 -0.989
H 1.665 1.642 -2.965
H 1.673 8.030 -4.725
H 6.005 -4.508 2.201
H -8.519 -1.860 -1.839
H 0.254 0.562 -3.055
H 2.740 -3.372 4.470
H -6.488 0.669 -0.259
H -4.873 0.073 -1.578
H 0.978 -5.515 4.777
H 2.101 6.171 -3.674
H 5.131 -2.121 2.560
H -7.553 -0.668 0.215
H -7.623 -1.672 -3.364
H 3.832 5.842 -3.496
H -1.161 2.562 -5.711
H 2.082 1.999 4.128
H -7.082 -2.855 -2.167
H 0.281 -0.911 2.142
H -0.151 4.280 -4.827
H 2.879 6.408 -2.104
H -1.977 -4.907 6.134
H -1.700 1.362 -4.520
H 3.172 0.655 4.367
H -0.766 3.366 2.368
H -1.872 -2.666 -3.238
H -0.269 1.040 -5.528
H -3.839 -3.300 -1.724
H -0.914 -1.348 -2.532
H 4.052 -3.016 1.460
H -3.701 -2.857 -0.006
H -1.936 -5.463 2.459
H 3.803 2.275 3.848
H -2.681 -1.205 -2.632
H 5.177 8.807 -3.775
H 0.622 3.991 -0.124
H 3.379 -2.116 2.830
H 4.232 9.371 -2.392
H -0.141 -6.049 6.043
H 0.035 -7.006 4.560
H 4.994 -5.829 2.832
H -0.191 -1.767 -0.535
H -1.003 -3.982 2.666
```

Summary:
LUMO energy	0.1	eV


Record 2
Formula: C21H49FNO12
Source: the OMol25 dataset
Level of theory: the ωB97M-V functional and the def2-TZVPD basis

Structure (XYZ):
```
84
Properties=species:S:1:pos:R:3
F -0.362 -1.688 -5.478
O 1.058 -2.288 1.244
O 1.193 -2.400 -4.123
O 0.047 1.825 -1.987
O 1.464 -2.183 -1.901
O -0.313 -3.058 -2.690
O 3.661 1.373 -0.505
O -2.900 -0.962 -0.836
O -1.452 -3.048 0.227
O -2.567 1.685 2.105
O -1.116 3.066 -0.039
O 2.658 1.862 2.098
O 0.580 0.473 3.173
N -0.499 -0.020 0.242
C 3.436 2.557 1.468
C 0.442 1.383 -3.226
C 0.888 1.727 3.698
C 0.845 -2.532 -2.857
C -0.874 -3.833 1.256
C 1.447 2.550 2.556
C -3.242 0.569 2.566
C 4.366 0.531 -1.473
C 2.424 -1.831 1.269
C 0.608 2.843 -1.240
C -0.744 -3.396 -3.949
C 0.633 -0.728 4.050
C -3.253 -0.273 -1.959
C -2.662 -3.140 0.195
C 0.669 -3.670 1.041
C -0.398 3.794 -0.688
C 0.209 -2.735 -4.912
C -3.291 -2.302 -0.906
C -3.220 2.467 1.135
C 4.404 1.634 0.689
C -2.362 3.576 0.499
H 4.591 0.722 1.230
H -2.114 4.309 1.329
H 2.975 -1.863 0.161
H 4.058 3.123 2.161
H -2.828 0.187 3.400
H -3.038 -4.157 -0.072
H -2.863 4.306 -0.302
H 5.239 2.242 0.372
H 0.537 -3.324 -5.589
H -0.162 -0.520 -0.515
H 1.186 2.519 -0.380
H -3.211 -0.818 -2.780
H -0.515 -4.528 -4.314
H -3.449 1.882 0.408
H 0.034 2.097 4.007
H -0.820 0.810 0.047
H -1.598 -2.975 -3.972
H -0.854 4.446 -1.509
H 1.542 1.786 4.701
H 3.087 3.330 0.637
H -3.104 -0.259 1.651
H -0.186 0.793 -3.818
H 0.164 4.587 -0.147
H -4.289 0.062 -1.916
H 1.676 3.522 2.925
H -2.585 0.489 -2.253
H -4.352 -2.300 -0.880
H 3.667 0.268 -2.372
H 0.230 -0.227 4.927
H 0.845 -3.745 -0.049
H 0.519 2.321 -3.903
H 1.330 3.479 -1.953
H 0.420 0.020 0.760
H -3.983 3.098 1.531
H -0.192 -1.394 3.735
H -1.055 -0.468 0.747
H -1.016 -3.610 2.375
H 0.650 2.705 1.969
H 1.546 -1.142 4.351
H 5.131 1.063 -2.066
H 1.545 1.245 -3.217
H -4.269 0.678 2.989
H -1.276 -4.838 1.263
H 4.590 -0.406 -1.058
H -3.097 -2.809 -1.876
H 2.389 -0.899 1.706
H 2.978 -2.497 2.012
H -3.197 -2.916 1.176
H 1.348 -4.224 1.629
```

Summary:
energy relative to the best compared isomer or geometry (same formula, charge and spin)	13.89	kJ/mol
total charge	+1
LUMO energy	-1.6	eV


Record 3
Formula: C21H49N16O26PS
Source: the OMol25 dataset
Level of theory: the ωB97M-V functional and the def2-TZVPD basis

Structure (XYZ):
```
114
Properties=species:S:1:pos:R:3
S -1.278 -2.954 -2.686
P 1.910 -2.680 1.167
O -1.006 2.366 -3.061
O 0.293 1.621 1.244
O -7.229 -1.916 -3.091
O 0.084 -0.953 -4.809
O -1.489 2.693 1.850
O 6.296 7.171 -5.431
O 5.199 3.073 0.299
O 4.224 2.654 4.910
O -3.169 3.780 6.525
O 5.966 1.534 4.280
O 1.805 -2.082 -5.477
O -2.727 1.057 -3.175
O -1.443 -3.219 5.894
O -8.325 -6.256 1.312
O 3.402 4.076 -4.266
O 2.663 5.056 -2.480
O 3.572 -5.298 3.031
O -4.505 0.572 2.787
O 6.588 5.382 -6.612
O -6.678 -2.897 -4.941
O -5.027 0.456 4.886
O -4.485 4.772 5.120
O 3.431 1.826 0.191
O 4.820 -3.563 3.380
O -0.417 -1.432 5.231
O -7.641 -7.221 -0.502
N -1.851 1.739 -3.672
N -2.623 -3.185 -1.727
N -0.535 -2.410 5.942
N -4.356 -3.529 0.833
N -0.861 1.964 1.102
N 4.817 1.914 4.147
N -4.334 0.843 3.964
N -6.422 -2.411 -3.856
N 0.659 -1.703 -5.581
N -3.872 4.708 6.168
N 3.205 5.057 -3.570
N 4.605 -4.758 3.385
N -0.041 -2.803 -1.591
N -7.811 -6.249 0.210
N 4.323 2.484 -0.310
N 6.705 6.573 -6.411
C 4.339 2.574 -1.794
C -2.933 -3.340 0.834
C 2.919 -3.889 0.141
C 7.408 7.366 -7.455
C 2.175 -0.924 0.489
C -3.987 5.860 7.101
C -0.756 -3.158 2.207
C -1.564 1.436 -0.098
C 4.082 1.428 2.948
C -2.257 -3.343 2.141
C -1.813 1.808 -5.156
C 3.662 6.372 -4.091
C -0.109 -2.200 -6.754
C 0.074 -2.961 1.012
C -3.183 1.720 4.307
C -2.133 -3.172 -0.437
C -0.632 -2.972 -0.333
C 5.705 -5.635 3.868
C 0.521 -2.646 6.963
C -4.996 -2.425 -3.432
C -7.351 -4.933 -0.307
H -4.640 6.606 6.655
H 3.801 -3.301 -0.260
H 5.182 3.188 -2.098
H -4.676 -3.464 -3.394
H -1.557 0.349 -0.028
H 3.066 -0.904 -0.193
H 4.437 1.562 -2.182
H -2.762 2.224 -5.488
H 3.351 -4.672 0.814
H -2.532 1.160 4.976
H 2.301 -0.278 1.392
H 5.926 -5.350 4.894
H -2.660 1.984 3.391
H 4.382 6.774 -3.382
H -2.582 1.816 -0.104
H 4.122 6.223 -5.062
H -6.609 -4.547 0.390
H 0.414 -1.873 -7.650
H 0.970 -3.614 6.751
H 4.051 0.341 3.002
H -1.019 1.779 -0.975
H 5.375 -6.669 3.817
H -4.916 -1.963 -2.453
H 3.402 3.025 -2.103
H 3.078 1.844 2.960
H -2.889 -3.501 3.052
H 8.414 6.962 -7.550
H 7.438 8.406 -7.142
H 1.261 -0.549 -0.058
H 0.040 -2.639 7.939
H -3.578 2.603 4.792
H 2.361 -4.342 -0.729
H -8.219 -4.279 -0.360
H -4.831 -2.960 1.537
H 2.787 7.014 -4.173
H -4.406 5.487 8.033
H -4.702 -3.196 -0.078
H -0.198 -3.160 3.174
H 4.627 1.764 2.075
H -0.986 2.447 -5.455
H -0.140 -3.285 -6.690
H -2.987 6.262 7.250
H -4.428 -1.863 -4.171
H 6.850 7.256 -8.382
H -6.916 -5.076 -1.292
H 6.563 -5.471 3.220
H -1.112 -1.782 -6.719
H -1.673 0.795 -5.526
H 1.259 -1.853 6.890
```

Summary:
LUMO energy	-0.7	eV